1.
This record from the OMol25 dataset describes one molecule with the formula C28H31FN4O. The level of theory is wB97M-V/def2-TZVPD.

```
! wB97M-V def2-TZVPD RIJCOSX def2/J DEFGRID3
* xyz 0 1
C 3.712 3.054 4.596
O 4.533 2.851 3.474
C 4.372 1.708 2.746
C 3.437 0.715 3.012
C 3.367 -0.403 2.198
C 4.205 -0.560 1.103
C 4.096 -1.778 0.228
C 2.721 -1.938 -0.441
N 2.647 -1.272 -1.730
C 1.489 -1.667 -2.508
C 0.170 -1.101 -1.966
C 0.243 0.429 -1.890
N -0.924 0.995 -1.230
C -2.163 0.750 -1.732
N -2.436 0.506 -2.984
C -3.803 0.385 -3.045
C -4.630 0.126 -4.128
C -5.991 0.050 -3.896
C -6.526 0.226 -2.623
C -5.718 0.488 -1.531
C -4.358 0.563 -1.756
N -3.281 0.800 -0.923
C -3.297 0.959 0.508
C -2.379 -0.038 1.176
C -2.437 -1.379 0.811
C -1.555 -2.297 1.352
C -0.617 -1.856 2.268
F 0.261 -2.739 2.786
C -0.547 -0.533 2.664
C -1.434 0.373 2.110
C 1.490 0.859 -1.123
C 2.738 0.174 -1.695
C 5.148 0.433 0.857
C 5.233 1.550 1.660
H 3.849 2.265 5.344
H 4.022 4.007 5.021
H 2.654 3.111 4.317
H 2.769 0.794 3.856
H 2.650 -1.177 2.433
H 4.270 -2.662 0.848
H 4.859 -1.755 -0.550
H 1.941 -1.608 0.263
H 2.556 -3.001 -0.639
H 1.443 -2.758 -2.542
H 1.640 -1.301 -3.528
H -0.656 -1.388 -2.616
H -0.024 -1.505 -0.967
H 0.261 0.831 -2.908
H -0.868 0.950 -0.222
H -4.214 -0.009 -5.113
H -6.659 -0.151 -4.721
H -7.595 0.159 -2.484
H -6.144 0.626 -0.547
H -3.005 1.982 0.780
H -4.327 0.801 0.844
H -3.167 -1.703 0.084
H -1.583 -3.337 1.069
H 0.196 -0.224 3.382
H -1.384 1.412 2.402
H 1.608 1.942 -1.174
H 1.382 0.584 -0.069
H 3.611 0.463 -1.111
H 2.888 0.510 -2.726
H 5.831 0.326 0.026
H 5.964 2.320 1.470
*
```

- E (eV) = -40265.4445
- SMILES = COc1ccc(CCN2CCC(Nc3nc4ccccc4n3Cc3ccc(F)cc3)CC2)cc1
- LUMO (eV) = 0.5
- orbital gap (Eh) = 0.2989

---

2.
This record from the OMol25 dataset describes C58H95B3F9Hg2N5O32PS as an isolated structure. The level of theory is wB97M-V/def2-TZVPD.

```
! wB97M-V def2-TZVPD RIJCOSX def2/J DEFGRID3
* xyz -1 1
Hg -1.923 -0.191 -3.630
Hg 4.482 -0.840 -1.516
O 3.552 -2.557 -0.310
C 2.899 -3.357 0.334
O 2.638 -3.295 1.593
B 2.120 -4.651 2.030
O 1.929 -5.395 0.798
C 2.414 -4.700 -0.238
O 2.526 -5.087 -1.353
O 0.931 -4.538 2.870
C 1.274 -4.693 4.150
O 0.540 -4.575 5.075
C 2.731 -5.195 4.147
O 3.172 -5.215 2.911
O 3.372 -5.426 5.132
O 1.618 -7.619 -3.330
C 0.571 -7.127 -3.063
O -0.182 -6.347 -3.862
B -1.236 -5.733 -3.071
O -1.229 -6.391 -1.770
C -0.122 -7.143 -1.679
O 0.249 -7.711 -0.711
O -2.571 -5.848 -3.731
C -3.184 -4.695 -3.665
O -4.315 -4.426 -3.938
C -2.150 -3.640 -3.205
O -1.027 -4.246 -2.974
O -2.363 -2.453 -3.107
O 4.004 -2.100 -3.301
C 3.179 -2.388 -4.161
O 2.366 -1.569 -4.712
B 1.499 -2.284 -5.720
O 2.065 -3.624 -5.758
C 2.994 -3.779 -4.827
O 3.577 -4.769 -4.537
O 1.568 -1.544 -6.983
C 0.370 -1.025 -7.247
O 0.096 -0.224 -8.074
C -0.592 -1.459 -6.116
O 0.073 -2.279 -5.328
O -1.694 -1.004 -5.868
P 0.766 -0.581 -1.726
F 0.477 -0.369 -3.296
F -0.842 -0.839 -1.630
F 1.057 -2.121 -1.959
F 1.032 -0.769 -0.176
F 2.361 -0.241 -2.052
F 0.498 0.986 -1.456
C 1.581 2.866 -4.512
F 2.097 1.669 -4.214
F 1.580 3.586 -3.366
F 2.384 3.471 -5.374
S -0.141 2.708 -5.198
O -0.712 3.990 -4.890
O 0.056 2.383 -6.573
O -0.728 1.581 -4.450
C -0.883 5.464 -1.768
C -1.122 5.385 -0.245
C -2.580 5.815 0.001
C -3.106 5.374 1.350
C -2.914 3.875 1.507
C -1.482 3.368 1.367
N -0.885 4.030 0.240
O 0.409 3.549 -0.016
C -0.753 3.693 2.703
C -1.564 1.861 1.203
C -0.229 6.353 0.541
H -0.447 6.413 -2.085
H -1.837 5.348 -2.270
H -0.146 4.705 -2.009
H -2.675 6.892 -0.152
H -3.221 5.373 -0.772
H -4.166 5.623 1.449
H -2.606 5.926 2.155
H -3.491 3.438 0.673
H -3.467 3.536 2.386
H -1.271 4.434 3.316
H -0.656 2.826 3.361
H 0.271 4.012 2.497
H -2.294 1.404 1.871
H -1.943 1.585 0.203
H -0.597 1.353 1.182
H -0.450 6.349 1.611
H -0.246 7.397 0.214
H 0.822 6.052 0.457
H 0.389 3.062 -0.851
C 7.384 -0.690 -0.054
C 6.894 0.682 0.397
C 7.589 1.770 -0.405
C 7.063 3.174 -0.280
C 5.589 3.107 -0.668
C 4.738 2.070 0.082
N 5.440 0.750 0.106
O 4.652 -0.248 0.759
C 4.499 2.609 1.513
C 3.428 2.024 -0.682
C 7.142 0.828 1.894
H 7.034 -1.480 0.606
H 8.456 -0.738 -0.242
H 6.982 -0.903 -1.061
H 8.675 1.642 -0.326
H 7.523 1.450 -1.462
H 7.551 3.917 -0.905
H 7.095 3.524 0.757
H 5.533 2.924 -1.750
H 5.057 4.059 -0.592
H 3.621 3.258 1.470
H 4.294 1.843 2.264
H 5.302 3.237 1.898
H 2.676 1.342 -0.279
H 2.919 2.985 -0.618
H 3.598 1.733 -1.722
H 6.772 -0.032 2.461
H 6.687 1.699 2.357
H 8.199 0.913 2.160
H 4.527 0.001 1.700
C -6.338 -2.070 3.220
C -4.922 -1.861 2.648
C -3.964 -2.207 3.778
C -2.545 -2.527 3.310
C -2.575 -3.595 2.243
C -3.461 -3.268 1.023
N -4.717 -2.727 1.506
O -5.585 -2.355 0.426
C -2.629 -2.321 0.146
C -3.736 -4.542 0.226
C -4.788 -0.363 2.293
H -6.424 -3.042 3.708
H -7.100 -2.055 2.437
H -6.571 -1.279 3.934
H -3.920 -1.425 4.542
H -4.293 -3.079 4.357
H -1.909 -2.769 4.160
H -2.163 -1.591 2.877
H -2.888 -4.571 2.631
H -1.558 -3.756 1.881
H -3.060 -2.085 -0.830
H -2.483 -1.357 0.642
H -1.658 -2.768 -0.072
H -4.480 -5.117 0.777
H -4.111 -4.258 -0.760
H -2.811 -5.094 0.057
H -4.775 0.268 3.181
H -5.474 -0.047 1.513
H -3.788 -0.248 1.855
H -6.175 -3.117 0.416
C 5.561 1.368 5.209
C 4.185 0.761 5.523
C 3.351 1.866 6.167
C 1.887 1.509 6.212
C 1.342 1.117 4.846
C 2.142 0.016 4.129
N 3.585 0.277 4.275
O 4.354 -0.772 3.705
C 1.641 -1.318 4.704
C 1.771 0.099 2.651
C 4.435 -0.361 6.558
H 5.484 2.187 4.490
H 6.265 0.643 4.802
H 5.948 1.764 6.150
H 3.689 2.056 7.190
H 3.567 2.791 5.623
H 1.280 2.386 6.470
H 1.653 0.761 6.969
H 1.079 1.910 4.145
H 0.346 0.714 5.073
H 0.717 -1.635 4.207
H 2.366 -2.125 4.590
H 1.235 -1.289 5.721
H 1.919 1.135 2.311
H 2.300 -0.565 1.976
H 0.682 0.037 2.581
H 3.472 -0.721 6.939
H 4.956 0.010 7.439
H 4.952 -1.227 6.146
H 4.265 -1.528 4.305
C -5.346 2.871 -3.273
C -4.332 1.807 -2.848
C -4.716 1.186 -1.494
C -5.857 0.193 -1.541
C -5.676 -0.851 -2.606
C -5.342 -0.259 -3.971
N -4.201 0.675 -3.822
O -3.750 1.151 -5.088
C -4.897 -1.379 -4.909
C -6.608 0.339 -4.614
C -2.994 2.504 -2.634
H -5.150 3.782 -2.705
H -6.393 2.627 -3.101
H -5.246 3.134 -4.330
H -3.797 0.688 -1.139
H -4.839 1.971 -0.745
H -6.800 0.738 -1.693
H -5.980 -0.216 -0.539
H -6.598 -1.422 -2.759
H -4.975 -1.642 -2.321
H -4.843 -0.991 -5.929
H -3.901 -1.757 -4.701
H -5.586 -2.217 -4.840
H -7.255 0.825 -3.885
H -6.366 0.984 -5.460
H -7.182 -0.500 -5.006
H -2.745 3.184 -3.457
H -2.087 1.907 -2.523
H -3.097 3.154 -1.761
H -4.439 1.745 -5.423
*
```

- E (eV) = -189635.8584
- LUMO (eV) = -0.8
- orbital gap (Eh) = 0.2124